Molecular formula: C4H12
Method: DFT, wB97M-V/def2-TZVPD

- LUMO: 1.17 eV
- Kohn-Sham gap: 12.877 eV
- Max |F|: 1.6 eV Å⁻¹
- ΔE to the lowest compared entry with this formula, charge and spin: 5.4 kcal/mol
- DFT total energy: -4342.2927 eV

Last column: natural (NBO) charge in e.
CARTESIAN COORDINATES (ANGSTROEM)
C -1.600 -1.417 -0.422  -0.613
C -0.652 -1.824 -1.538  -0.609
H -2.671 -1.355 -0.589  0.209
H -1.440 -2.018 0.480  0.200
H -1.287 -0.421 -0.103  0.202
H 0.355 -1.441 -1.388  0.206
H -0.987 -1.318 -2.454  0.201
H -0.609 -2.881 -1.784  0.204
C 1.239 0.824 0.898  -0.607
C 0.958 2.334 1.020  -0.605
H 2.110 0.560 1.499  0.203
H 0.354 0.327 1.291  0.202
H 1.487 0.473 -0.098  0.202
H 1.017 2.644 2.063  0.202
H 1.741 2.857 0.468  0.200
H -0.015 2.656 0.658  0.202

Molecular formula: C4H10N2
Method: DFT, wB97M-V/def2-TZVPD

- LUMO (spin up / spin down): 4.04 / 3.97 eV
- Kohn-Sham gap (spin up / spin down): 3.668 / 5.085 eV
- 2S+1: 2
- Max |F|: 4.8 eV Å⁻¹
- ΔE to the lowest compared entry with this formula, charge and spin: 77.2 kcal/mol
- DFT total energy: -7285.1110 eV
- Charge: -1

Last column: Löwdin spin population.
CARTESIAN COORDINATES (ANGSTROEM)
C 0.007 1.005 0.732  0.011
C -1.113 0.039 0.375  0.017
C -0.662 -0.831 -0.847  0.071
C 1.743 -2.123 -0.325  0.397
N 0.489 -1.856 -0.709  0.338
N -0.078 2.198 -0.139  0.002
H -0.335 1.141 1.929  0.004
H 1.051 0.718 0.877  0.016
H -2.054 0.455 -0.065  0.007
H -1.403 -0.685 1.122  0.003
H -1.668 -1.386 -1.058  0.006
H -0.359 -0.218 -1.742  0.006
H 1.818 -2.229 0.673  0.051
H 2.668 -1.915 -0.814  0.067
H 0.795 2.819 -0.142  0.002
H -0.899 2.867 0.134  0.001

Molecular formula: C17H23Cl3MoO4S
Method: DFT, wB97M-V/def2-TZVPD

- LUMO (spin up / spin down): 4.73 / 4.76 eV
- Kohn-Sham gap (spin up / spin down): 4.495 / 4.476 eV
- 2S+1: 3
- Max |F|: 4.8 eV Å⁻¹
- DFT total energy: -76451.5479 eV
- Charge: -2

Last column: Löwdin spin population.
CARTESIAN COORDINATES (ANGSTROEM)
C -0.909 0.854 -2.272  -0.020
C -1.064 -0.513 -2.723  0.020
C 0.235 -1.143 -2.639  0.024
C -2.355 -1.176 -3.075  0.014
C 1.175 -0.151 -2.150  -0.012
C 0.468 1.080 -1.954  0.018
C 1.076 2.433 -1.787  0.003
C -1.978 1.888 -2.362  -0.003
C 0.512 -2.588 -2.875  0.015
C 2.661 -0.299 -2.199  -0.002
Mo -0.607 -0.864 -0.636  1.653
Cl -1.822 -2.788 -0.391  0.133
Cl -1.831 0.648 0.582  0.072
Cl 1.261 -1.440 0.561  0.067
H -3.213 -0.521 -2.884  0.000
H -2.475 -2.074 -2.450  0.003
H -2.373 -1.510 -4.117  0.003
H -0.293 -3.193 -2.442  0.003
H 1.442 -2.909 -2.389  0.000
H 0.569 -2.825 -3.946  0.004
H 2.972 -1.335 -2.021  0.000
H 3.156 0.338 -1.454  0.000
H 3.070 -0.015 -3.185  -0.001
H 1.965 2.378 -1.155  0.000
H 0.358 3.093 -1.293  0.000
H 1.374 2.976 -2.709  0.001
H -2.952 1.412 -2.235  0.000
H -2.025 2.413 -3.329  -0.002
H -1.845 2.641 -1.579  0.000
O 0.963 2.239 1.168  0.008
H 1.116 1.241 1.434  -0.001
C 0.290 2.419 8.838  0.000
C 0.466 1.637 7.572  0.000
C 0.536 0.246 7.659  0.000
C 0.659 -0.545 6.513  0.000
C 0.785 0.114 5.281  0.000
C 0.659 1.503 5.156  0.000
C 0.539 2.257 6.316  0.000
S 1.157 -0.837 3.804  0.000
O 1.839 -2.044 4.227  0.000
O -0.205 -1.011 3.310  0.000
O 1.872 0.175 3.026  -0.001
H -0.641 2.143 9.345  0.000
H 1.110 2.210 9.533  0.000
H 0.243 3.489 8.642  0.000
H 0.505 -0.232 8.643  0.000
H 0.707 -1.624 6.556  0.000
H 0.687 1.991 4.181  0.000
H 0.499 3.349 6.241  0.000

Molecular formula: C18H19N2O9S
Method: DFT, wB97M-V/def2-TZVPD

- LUMO: 1.10 eV
- Kohn-Sham gap: 4.171 eV
- Max |F|: 3.1 eV Å⁻¹
- ΔE to the lowest compared entry with this formula, charge and spin: 0.0 kcal/mol
- DFT total energy: -51212.2952 eV
- Charge: -1

Last column: natural (NBO) charge in e.
CARTESIAN COORDINATES (ANGSTROEM)
C 1.189 6.012 1.682  -0.621
C 0.184 5.155 0.964  -0.071
O -0.014 4.008 1.827  -0.518
C -0.820 3.087 1.276  0.776
C -1.051 1.844 2.049  -0.464
C -0.113 1.407 3.095  0.762
O -0.116 0.303 3.652  -0.729
O 0.794 2.312 3.482  -0.527
C 1.523 1.913 4.669  -0.069
C 2.333 3.136 5.001  -0.621
C -2.237 1.108 1.821  -0.050
C -2.500 -0.166 2.419  -0.241
C -3.717 -0.791 2.294  -0.276
C -4.770 -0.184 1.551  0.254
O -5.977 -0.808 1.533  -0.517
C -7.107 -0.157 0.899  -0.250
C -4.507 1.027 0.865  -0.333
C -3.279 1.637 1.003  -0.160
O -1.306 3.314 0.164  -0.704
H 1.424 6.902 1.095  0.195
H 0.819 6.346 2.658  0.206
H 2.127 5.468 1.843  0.207
H -0.777 5.674 0.827  0.183
H 0.565 4.802 -0.005  0.187
H 0.807 1.671 5.469  0.187
H 2.143 1.034 4.433  0.181
H 2.891 3.012 5.930  0.195
H 3.046 3.368 4.201  0.203
H 1.675 4.005 5.116  0.212
H -1.703 -0.620 2.998  0.252
H -3.882 -1.756 2.769  0.204
H -7.934 -0.847 1.072  0.185
H -7.332 0.815 1.360  0.175
H -6.947 -0.029 -0.180  0.174
H -5.268 1.490 0.233  0.198
H -3.075 2.535 0.436  0.234
O 1.282 -5.144 1.789  -0.380
N 1.785 -4.003 1.802  0.494
O 2.853 -3.705 2.395  -0.403
C 1.152 -2.928 1.118  -0.160
C -0.005 -2.986 0.382  -0.156
C -0.293 -1.674 -0.059  -0.028
N -1.368 -1.344 -0.930  0.506
O -1.454 -0.163 -1.336  -0.350
O -2.174 -2.241 -1.259  -0.392
C 0.646 -0.702 0.347  -0.308
S 1.899 -1.342 1.270  0.589
H -0.572 -3.880 0.166  0.275
H 0.630 0.339 0.060  0.292